This record from the Open Molecules 2025 dataset describes a molecular structure, C27H35BrN4P2Zr. The level of theory is ωB97M-V with the def2-TZVPD basis set.

Net charge   +2
2S+1   1
Calculated total energy   -4571.83842 hartree
Frontier orbital gap   3.75 eV
HOMO level   -13.3 eV

The geometry in XYZ format:
```
70
Properties=species:S:1:pos:R:3:forces:R:3
Zr -0.1628 -2.1766 1.6252 -1.71 -1.44 0.32
C -0.7528 1.6555 5.1731 -0.74 0.79 0.35
C -0.9958 0.6900 4.2636 -0.32 0.24 -0.44
C -0.8874 0.7318 2.6923 0.20 -0.29 1.85
C 0.4800 0.5837 2.0723 2.16 0.00 -0.60
C 1.6929 0.8992 2.9748 -0.57 -1.85 -1.27
C 1.7883 1.8730 3.8279 0.31 2.47 1.38
C 0.9326 3.1019 3.9268 -1.16 0.31 -0.18
C 0.0121 2.9823 5.1654 -0.06 0.28 -0.89
C 0.6973 -2.2658 3.5897 -1.33 0.55 0.68
H -1.3389 1.6240 6.1018 0.62 -0.91 -0.02
H -1.4987 -0.2370 4.6036 -0.02 0.93 -0.03
H -1.3278 1.6587 2.2738 -0.12 -0.72 0.36
H -1.5399 -0.1193 2.3903 -0.40 0.14 -0.33
H 0.7978 -0.5311 1.7284 0.04 2.23 0.38
H 0.5254 1.1316 1.1148 0.08 -0.37 0.13
H 2.4601 0.1400 2.9326 0.12 -0.11 0.24
H 2.5297 1.8951 4.6339 0.37 -0.41 -0.69
H 0.2957 3.2456 3.0401 0.18 -0.20 0.04
H 1.5009 4.0504 3.9998 0.12 -0.76 0.00
H 0.6799 3.0799 6.0623 -0.99 -0.27 -0.44
H -0.7233 3.8506 5.1559 0.86 -1.06 0.28
H 0.8670 -1.2512 4.0190 -0.35 -0.11 -0.46
H 1.5884 -2.7612 3.9458 0.40 -0.74 -0.36
H -0.1817 -2.7061 4.1851 0.93 0.36 -0.77
P 1.3601 -1.0947 -1.0826 4.02 0.53 -4.12
P -1.9907 -0.4381 -0.9614 -3.38 2.95 -2.82
N 2.8237 0.0102 -1.3056 -1.14 -0.90 1.57
N 1.9855 -2.3849 -2.1328 -0.82 -0.21 1.34
N -2.1218 1.3268 -1.3582 1.06 -0.74 1.14
N -3.6163 -0.8074 -1.6509 1.07 -1.31 1.61
C 0.3698 -0.2853 -2.3968 -1.33 0.67 -0.07
C -1.0825 -0.8328 -2.4429 1.67 -0.73 -1.00
C 3.7239 0.2947 -0.2833 0.25 0.19 0.18
C 4.6872 1.1648 -0.7441 -0.21 -0.31 0.53
C 4.3726 1.4548 -2.0978 -0.82 -0.79 -0.31
C 3.2562 0.7023 -2.4325 0.01 0.51 -0.19
C 2.3973 -3.6367 -1.6505 0.02 -0.44 -1.55
C 2.7475 -4.4457 -2.7287 -0.69 1.61 0.36
C 2.5364 -3.6624 -3.9212 -0.41 1.09 1.48
C 2.0926 -2.4007 -3.5198 0.25 -1.48 -0.32
C -1.5902 2.3513 -0.5656 -0.07 0.73 -0.49
C -1.6182 3.5409 -1.2907 0.09 -0.79 0.58
C -2.1912 3.2463 -2.5636 0.42 -1.40 0.49
C -2.3992 1.8778 -2.6040 0.06 0.82 0.05
C -4.4719 -0.2464 -2.5975 -0.57 0.02 -0.47
C -5.4153 -1.1883 -2.9653 0.94 0.60 0.66
C -5.1513 -2.3686 -2.2215 0.50 -0.24 0.35
C -4.0402 -2.1312 -1.4437 -0.47 0.21 -0.26
H 0.7956 -0.3724 -3.4233 -0.05 -0.17 1.24
H 0.3519 0.8082 -2.2244 -0.06 -0.40 0.25
H -1.5361 -0.4152 -3.3536 -0.25 -0.18 0.58
H -1.0931 -1.9267 -2.5767 0.10 0.13 -0.01
H 3.6007 -0.1813 0.6820 0.12 0.12 -0.08
H 5.5553 1.5247 -0.1854 -0.53 -0.13 -0.22
H 4.9056 2.1249 -2.7639 -0.09 -0.30 0.10
H 2.7554 0.5720 -3.3854 0.18 0.25 0.26
H 2.3885 -3.8382 -0.5993 0.18 -0.08 0.36
H 3.0981 -5.4553 -2.6870 0.08 -0.24 0.09
H 2.6480 -3.9736 -4.9438 0.18 -0.02 -0.05
H 1.8221 -1.5596 -4.1358 0.23 -0.25 0.03
H -1.2627 2.1420 0.4513 -0.20 0.21 -0.51
H -1.2092 4.5008 -0.9796 -0.37 -0.33 0.07
H -2.4183 3.9218 -3.3670 0.13 0.11 -0.08
H -2.7160 1.2686 -3.4297 0.01 0.17 0.04
H -4.4139 0.7817 -2.9428 -0.07 -0.55 0.42
H -6.2023 -1.0004 -3.6774 -0.04 -0.08 0.08
H -5.7253 -3.2855 -2.2286 0.13 0.11 -0.07
H -3.5029 -2.7744 -0.7462 -0.29 0.17 -0.18
Br -1.9446 -4.0539 1.9794 1.55 1.81 -0.58
```
Positions in Å, forces in eV/Å.

natural (NBO) atomic charge list, values in e, 6 entries: 1.933 -0.096 -0.274 -0.453 -0.304 -0.277